Density functional theory data (wB97M-V/def2-TZVPD) for a 2-piece molecular cluster, C4H10O overall at a distorted geometry.

Positions of all 15 atoms, in Å:
O1 -0.9703 -2.0284 -0.9405
C1 -1.0855 -2.2687 0.2195
H1 -1.9873 -2.0485 0.8322
H2 -0.2883 -2.7306 0.8393
C2 1.5520 0.4318 0.3413
C3 0.7501 1.7060 0.6232
C4 -0.3736 1.8673 -0.3742
H3 1.6816 0.2895 -0.7404
H4 2.5761 0.4633 0.7155
H5 1.1084 -0.4726 0.7625
H6 0.3250 1.6069 1.6282
H7 1.4600 2.5332 0.6187
H8 -1.2388 2.4269 -0.0185
H9 -0.7679 0.8770 -0.6239
H10 -0.0783 2.3153 -1.3192

Calculated values
HOMO-LUMO gap   11.068 eV
HOMO energy   -10.3 eV
SMILES   C=O.CCC
Lowest unoccupied orbital energy   0.777 eV

Here are the Mulliken charges for atoms 1 to 8, given in e: O -0.367; C -0.124; H 0.235; H 0.251; C -0.975; C -0.117; C -1.003; H 0.302



Density functional theory data (wB97M-V/def2-TZVPD) for a 2-piece molecular cluster, C4H10O overall at a distorted geometry.

Positions of all 15 atoms, in Å:
C1 -1.6161 1.1168 0.2368
C2 -2.1524 0.8012 1.6266
H1 -2.1001 2.0335 -0.1114
H2 -1.8465 0.3134 -0.4565
H3 -0.5691 1.4187 0.2183
H4 -1.8330 1.5529 2.3509
H5 -3.2277 0.7744 1.6715
H6 -1.7734 -0.1503 1.9960
O1 0.9890 -1.6320 -2.4234
C3 1.5453 -0.9102 -1.6368
C4 2.5355 -1.3349 -0.6070
H7 1.4840 0.1848 -1.8133
H8 2.3576 -0.8891 0.3639
H9 3.4847 -0.8792 -0.9200
H10 2.7222 -2.4001 -0.4957

Calculated values
HOMO-LUMO gap   10.868 eV
HOMO energy   -9.9 eV
SMILES   CC=O.CC
Lowest unoccupied orbital energy   0.933 eV

Here are the Mulliken charges for atoms 1 to 8, given in e: C -0.741; C -0.894; H 0.295; H 0.265; H 0.230; H 0.285; H 0.283; H 0.281